A structure of composition C4H12N3O in a non-equilibrium geometry, computed with ωB97M-V/def2-TZVPD.

XYZ file:
```
20
Properties=species:S:1:pos:R:3:forces:R:3
C 1.7315 0.6840 -1.1820 -0.91 -0.90 2.74
N -1.5368 0.4305 -1.0849 0.97 -0.41 -0.40
C -1.3660 -0.9866 -1.6389 -0.44 1.58 -0.43
O -0.8931 -0.9928 -2.8779 0.02 -0.24 0.24
C 1.1684 -0.0254 -0.0390 4.24 2.19 3.25
N 1.0017 0.7099 1.0989 -0.67 -1.53 -1.24
C 0.2390 0.0620 2.1907 -1.31 -0.09 1.23
N -1.1576 0.3212 2.1277 0.75 -0.47 -0.22
H 2.7209 0.4484 -1.5533 -0.66 -1.14 -1.00
H 1.6388 1.7550 -1.0198 -0.71 -0.16 -0.38
H -1.4291 0.4775 -0.0729 -0.72 -0.02 0.27
H -0.6754 -1.4421 -0.9056 0.27 -0.39 0.65
H -2.3583 -1.4707 -1.4716 0.17 -0.41 -0.18
H 0.6237 0.0911 -1.2778 -0.28 1.15 -2.85
H 1.3317 -1.0633 0.2342 -0.88 -0.43 -1.24
H 1.7644 1.3401 1.2957 -0.39 0.54 -0.11
H 0.4586 -1.0287 2.2009 0.30 0.12 -0.34
H 0.7046 0.4257 3.1280 0.51 0.40 -0.02
H -2.3853 0.8598 -1.4229 -0.01 -0.01 0.12
H -1.5817 -0.5955 2.2703 -0.25 0.22 -0.09
```
Forces are in eV/Å.

Calculated values
* energy above the lowest of the compared OMol25 structures with the same formula, charge and spin: 7.750 eV
* HOMO level: -0.0955 Eh
* net charge: -1
* calculated total energy: -10853.8688 eV

Taken from the Löwdin analysis, the atomic charges in e are:
1 C 0.042
2 N -0.032
3 C -0.617
4 O -0.327
5 C -0.227
6 N 0.004
7 C -0.505
8 N -0.153
9 H 0.087
10 H 0.090
11 H -0.016
12 H 0.058
13 H 0.079
14 H 0.137
15 H 0.140
16 H 0.123
17 H 0.085
18 H 0.062
19 H 0.031
20 H -0.063